C26H27AgN4O10S as an isolated structure. Source: OMol25; level of theory: the ωB97M-V functional and the def2-TZVPD basis.

The geometry in XYZ format:
```
69
Properties=species:S:1:pos:R:3:lowdin_charge:R:1
Ag -0.688 0.536 -0.384 0.819
O -4.508 0.331 -1.866 0.017
C -3.369 0.340 -1.426 -0.652
O -2.984 0.763 -0.268 -0.122
C -1.556 0.661 -3.371 -0.371
C -2.271 0.210 -4.617 -0.029
C -1.552 -0.481 -5.581 -0.240
C -0.193 -0.747 -5.563 -0.002
C 0.567 -0.286 -4.425 -0.117
C -0.027 0.358 -3.331 -0.280
O 0.564 0.732 -2.276 -0.108
N 1.947 -0.581 -4.412 -0.381
O 2.678 -0.249 -3.469 -0.025
O 2.417 -1.199 -5.384 -0.054
N -2.258 -0.950 -6.755 -0.372
O -3.462 -0.722 -6.841 -0.006
O -1.665 -1.556 -7.651 -0.022
H -3.332 0.368 -4.696 0.089
H 0.287 -1.267 -6.368 0.082
C 2.789 -0.159 -0.191 -0.062
N 2.527 -1.589 -0.146 -0.156
C 3.519 -2.320 0.617 -0.085
C 1.208 -1.935 0.190 -0.494
O 0.468 -1.200 0.852 -0.022
N 0.770 -3.121 -0.294 -0.116
C -0.620 -3.490 -0.091 -0.049
C 1.456 -3.846 -1.346 -0.041
H 3.772 -0.024 -0.643 0.090
H 2.774 0.285 0.814 0.074
H 2.072 0.344 -0.840 0.056
H 3.646 -1.898 1.629 0.080
H 4.487 -2.277 0.114 0.086
H 3.231 -3.366 0.717 0.079
H -1.162 -2.663 0.352 0.076
H -0.700 -4.380 0.541 0.080
H -1.074 -3.696 -1.061 0.086
H 2.464 -3.472 -1.477 0.079
H 0.923 -3.718 -2.292 0.102
H 1.486 -4.913 -1.102 0.082
C -1.774 2.159 -3.108 -0.038
C -2.171 -0.191 -2.253 -0.307
O -1.703 -1.289 -1.954 0.026
H -2.836 2.350 -2.939 0.080
H -1.468 2.707 -4.001 0.082
H -1.209 2.520 -2.245 0.062
O 0.310 2.101 1.279 -0.536
S 0.029 2.935 2.476 1.018
C 1.260 2.372 3.658 -0.368
C 1.593 1.024 3.616 -0.054
C 2.545 0.557 4.510 -0.067
C 3.138 1.431 5.417 -0.099
C 2.803 2.775 5.435 -0.095
C 1.851 3.257 4.534 -0.092
C -1.415 2.232 3.286 -0.363
C -1.946 1.064 2.773 -0.056
C -3.068 0.525 3.397 -0.048
C -3.621 1.147 4.503 -0.092
C -3.079 2.329 4.997 -0.098
C -1.970 2.884 4.377 -0.098
H 1.130 0.374 2.878 0.102
H 2.826 -0.488 4.491 0.103
H 3.882 1.057 6.111 0.096
H 3.281 3.451 6.132 0.095
H 1.590 4.308 4.515 0.102
H -1.525 0.600 1.896 0.068
H -3.509 -0.376 2.994 0.115
H -4.495 0.720 4.977 0.097
H -3.529 2.825 5.848 0.094
H -1.549 3.816 4.738 0.102
```

Computed properties:
Orbital gap (spin up / spin down): 2.5 / 2.5 eV
HOMO level (spin up / spin down): 0.9 / 1.0 eV
ΔE to the lowest compared entry with this formula, charge and spin: 60.4 kcal/mol
Electronic energy: -68663.740 eV
Lowest unoccupied orbital energy (spin up / spin down): 3.442 / 3.442 eV
Net charge: -2



A 9-piece molecular cluster, C36H77NO18P overall in a non-equilibrium geometry. Source: OMol25; level of theory: the ωB97M-V functional and the def2-TZVPD basis.

The geometry in XYZ format:
```
133
Properties=species:S:1:pos:R:3:lowdin_charge:R:1
C -3.742 0.358 -2.490 -0.189
N -2.478 -0.033 -1.731 -0.132
C -2.859 0.079 -0.269 -0.230
C -1.563 0.453 0.720 -0.304
C -2.390 1.006 2.064 -0.258
O -2.597 2.447 1.824 -0.463
P -1.320 3.052 0.755 0.362
O -0.640 1.516 0.205 -0.434
H -3.407 0.489 -3.622 0.066
H -4.153 1.423 -2.160 0.090
H -4.587 -0.463 -2.409 0.080
H -1.706 0.618 -2.002 0.063
H -3.292 -0.931 0.179 0.117
H -3.649 0.947 -0.054 0.109
H -0.883 -0.472 1.045 0.131
H -3.517 0.625 2.162 0.114
H -1.913 0.722 3.096 0.078
H -1.550 4.436 1.123 -0.076
H -2.274 2.994 -0.337 -0.014
H -0.280 3.629 -0.089 -0.062
H -0.400 2.836 1.878 -0.021
O -1.202 2.334 -3.250 0.065
C -0.374 2.169 -4.144 -0.483
O 0.518 1.156 -4.070 -0.004
C 1.406 0.772 -5.136 -0.222
C 2.661 1.624 -5.126 -0.058
C -0.279 3.141 -5.283 0.006
H 0.895 0.787 -6.100 0.113
H 1.683 -0.272 -4.948 0.073
H 2.434 2.680 -5.293 0.071
H 3.358 1.294 -5.903 0.073
H 3.161 1.558 -4.154 0.083
H 0.302 4.011 -4.965 0.099
H -1.291 3.459 -5.550 0.092
H 0.156 2.720 -6.187 0.031
O 2.835 -1.674 -4.333 0.055
C 2.316 -2.264 -3.388 -0.475
O 3.082 -2.780 -2.401 -0.007
C 2.568 -3.330 -1.173 -0.226
C 2.164 -4.780 -1.358 -0.072
C 0.834 -2.499 -3.358 0.031
H 1.760 -2.714 -0.773 0.119
H 3.386 -3.278 -0.445 0.121
H 1.359 -4.884 -2.091 0.069
H 1.826 -5.210 -0.410 0.080
H 3.009 -5.369 -1.730 0.080
H 0.597 -3.369 -3.975 0.098
H 0.336 -1.616 -3.771 0.088
H 0.429 -2.636 -2.358 0.078
O 0.779 2.549 -8.287 0.074
C 1.607 2.384 -9.180 -0.483
O 2.498 1.370 -9.107 0.000
C 3.387 0.987 -10.173 -0.225
C 4.642 1.838 -10.163 -0.064
C 1.702 3.355 -10.319 0.006
H 2.875 1.002 -11.137 0.110
H 3.663 -0.057 -9.985 0.125
H 4.414 2.895 -10.330 0.069
H 5.338 1.508 -10.940 0.079
H 5.142 1.772 -9.191 0.073
H 2.282 4.225 -10.002 0.101
H 0.689 3.673 -10.587 0.093
H 2.136 2.935 -11.224 0.067
O -1.848 -4.338 -5.661 0.073
C -2.797 -3.745 -6.170 -0.502
O -2.631 -2.507 -6.687 -0.002
C -3.625 -1.803 -7.454 -0.229
C -4.604 -1.086 -6.544 -0.063
C -4.172 -4.346 -6.147 0.001
H -4.121 -2.470 -8.163 0.109
H -3.085 -1.061 -8.053 0.124
H -5.155 -1.787 -5.912 0.069
H -5.324 -0.509 -7.130 0.082
H -4.072 -0.405 -5.871 0.073
H -4.631 -4.154 -5.173 0.101
H -4.079 -5.426 -6.297 0.091
H -4.826 -3.984 -6.938 0.066
O 5.423 2.869 -6.687 0.067
C 6.266 2.625 -5.826 -0.501
O 6.980 1.478 -5.875 -0.006
C 8.103 1.179 -5.024 -0.232
C 7.639 0.610 -3.697 -0.065
C 6.453 3.549 -4.659 0.010
H 8.750 2.050 -4.906 0.111
H 8.696 0.421 -5.550 0.122
H 7.026 1.326 -3.143 0.071
H 8.495 0.333 -3.075 0.080
H 7.019 -0.279 -3.858 0.089
H 5.688 3.338 -3.908 0.102
H 6.339 4.579 -5.013 0.095
H 7.440 3.492 -4.204 0.068
O -3.536 -2.713 8.204 0.061
C -3.676 -1.708 7.509 -0.505
O -2.738 -1.373 6.596 -0.032
C -2.887 -0.325 5.619 -0.224
C -2.520 1.022 6.212 -0.051
C -4.844 -0.791 7.723 0.012
H -3.887 -0.334 5.181 0.117
H -2.190 -0.559 4.806 0.107
H -3.179 1.292 7.041 0.070
H -2.582 1.807 5.452 0.088
H -1.501 1.000 6.612 0.068
H -4.628 -0.126 8.564 0.071
H -5.722 -1.399 7.959 0.098
H -5.109 -0.201 6.848 0.073
O -5.126 0.842 10.678 0.072
C -4.283 0.598 11.538 -0.496
O -3.569 -0.549 11.489 -0.003
C -2.446 -0.847 12.340 -0.221
C -2.910 -1.417 13.667 -0.069
C -4.096 1.523 12.705 0.004
H -1.799 0.024 12.459 0.117
H -1.853 -1.605 11.815 0.126
H -3.523 -0.701 14.221 0.065
H -2.054 -1.693 14.289 0.082
H -3.530 -2.305 13.507 0.085
H -4.861 1.311 13.457 0.098
H -4.210 2.552 12.352 0.095
H -3.109 1.466 13.160 0.070
O 2.256 -0.729 11.676 0.064
C 2.031 -1.084 10.521 -0.509
O 1.083 -0.459 9.787 -0.009
C 0.864 -0.679 8.381 -0.217
C -0.027 -1.886 8.155 -0.058
C 2.739 -2.271 9.937 0.001
H 1.810 -0.746 7.841 0.115
H 0.354 0.216 8.005 0.114
H 0.434 -2.803 8.532 0.071
H -0.235 -2.017 7.089 0.086
H -0.976 -1.767 8.688 0.073
H 2.240 -3.185 10.269 0.098
H 3.771 -2.270 10.300 0.092
H 2.799 -2.259 8.851 0.069
```

Computed properties:
Orbital gap: 5.8 eV
HOMO level: -3.8 eV
ΔE to the lowest compared entry with this formula, charge and spin: 86.4 kcal/mol
Electronic energy: -86211.238 eV
Lowest unoccupied orbital energy: 1.999 eV
Net charge: -1



A 2-piece molecular cluster, C23H27BF5IO7P overall in a non-equilibrium geometry. Source: OMol25; level of theory: the ωB97M-V functional and the def2-TZVPD basis.

The geometry in XYZ format:
```
65
Properties=species:S:1:pos:R:3:lowdin_charge:R:1
O 3.418 -2.788 1.110 -0.042
C 3.690 -2.617 -0.202 -0.251
O 3.224 -3.502 -1.281 0.061
B 1.767 -3.391 -1.508 -0.871
O 1.264 -2.280 -2.392 -0.155
C -0.225 -2.241 -2.215 -0.328
P -0.787 -3.521 -3.516 0.781
O -0.962 -5.002 -2.956 -0.362
O 0.518 -3.618 -4.712 -0.210
O -2.201 -2.963 -4.429 -0.247
C -0.252 -2.612 -0.618 -0.514
I 0.566 -0.727 0.253 1.234
C -1.674 -2.723 0.188 -0.269
F -1.803 -4.098 0.775 -0.013
F -1.671 -1.710 1.279 -0.176
C -3.014 -2.459 -0.719 -0.015
C -3.755 -3.617 -1.664 0.015
C -5.120 -3.378 -2.539 -0.050
C -5.876 -1.924 -2.532 0.002
C -5.175 -0.715 -1.613 -0.044
C -5.991 0.730 -1.631 -0.228
F -5.116 1.915 -1.478 0.007
F -6.888 0.685 -0.418 -0.030
F -6.920 0.817 -2.806 -0.019
C -3.783 -0.974 -0.728 0.081
O 0.848 -3.544 -0.325 -0.054
C 4.649 -1.334 -0.683 -0.033
C 4.115 -0.146 -1.691 -0.006
C 5.119 1.078 -2.170 -0.074
C 6.686 1.113 -1.600 -0.093
C 7.265 -0.082 -0.598 -0.078
C 6.201 -1.287 -0.155 -0.019
H 1.543 -4.427 -2.068 0.112
H -0.624 -1.170 -2.535 0.134
H 0.604 -2.652 -5.032 0.089
H -2.145 -1.951 -4.308 0.076
H -3.235 -4.689 -1.689 0.110
H -5.617 -4.262 -3.167 0.102
H -6.883 -1.749 -3.138 0.103
H -3.415 -0.050 -0.096 0.110
H 3.004 -0.219 -2.085 0.080
H 4.676 1.886 -2.910 0.075
H 7.369 2.025 -1.940 0.069
H 8.381 -0.058 -0.216 0.072
H 6.634 -2.132 0.553 0.095
C -1.410 4.918 5.207 -0.121
C -0.282 3.899 5.167 -0.275
C 0.892 4.337 4.287 -0.231
C 0.561 4.527 2.802 -0.231
C -0.022 3.297 2.101 -0.267
C 0.933 2.114 2.078 -0.165
H -1.850 5.075 4.218 0.065
H -2.208 4.570 5.873 0.069
H -1.052 5.881 5.583 0.072
H -0.672 2.930 4.834 0.101
H 0.086 3.746 6.188 0.103
H 1.701 3.605 4.391 0.101
H 1.292 5.282 4.674 0.105
H 1.477 4.832 2.281 0.108
H -0.140 5.361 2.688 0.097
H -0.266 3.569 1.067 0.106
H -0.966 2.999 2.570 0.100
H 1.865 2.376 1.568 0.083
H 0.479 1.274 1.543 -0.127
H 1.176 1.770 3.088 0.075
```

Computed properties:
Orbital gap: 6.5 eV
HOMO level: -5.3 eV
ΔE to the lowest compared entry with this formula, charge and spin: 542.7 kcal/mol
Electronic energy: -70259.395 eV
Lowest unoccupied orbital energy: 1.154 eV
Net charge: -1